1.
Here is one molecule with the formula C23H30ClN7O3 in a non-equilibrium geometry from OMol25. Energies are from ωB97M-V/def2-TZVPD.

Geometry as XYZ:
```
64
Properties=species:S:1:pos:R:3:forces:R:3:mulliken_charge:R:1
C 4.025 3.419 -0.614 0.132 0.220 0.176 -1.073
N 3.702 2.362 -1.546 0.118 0.045 -0.010 -0.002
C 4.681 1.820 -2.350 -0.051 0.075 0.091 0.478
O 5.833 2.183 -2.321 0.359 0.050 -0.043 -0.663
N 4.263 0.818 -3.211 0.239 -0.229 -0.289 -0.049
C 2.998 0.270 -3.405 -0.137 0.095 0.117 0.261
O 2.804 -0.608 -4.223 0.037 -0.108 -0.161 -0.692
C 2.056 0.890 -2.525 0.332 0.638 0.486 -0.286
C 2.426 1.899 -1.644 -0.755 -0.977 -0.724 1.308
N 1.355 2.326 -0.945 0.267 0.382 0.275 -0.787
C 0.339 1.597 -1.379 0.083 -0.067 -0.213 0.730
C -1.055 1.771 -0.886 -0.165 -0.114 0.115 -1.713
N -1.420 0.731 0.069 -0.069 0.221 0.100 0.583
C -0.679 0.859 1.314 0.156 -0.269 0.166 -0.766
C -1.002 -0.324 2.234 0.295 0.303 -0.057 -1.040
N -2.422 -0.371 2.512 0.011 -0.340 -0.194 0.071
C -2.942 0.316 3.596 -0.239 0.127 0.420 1.112
C -2.292 0.266 4.837 0.134 0.011 -0.053 -0.468
C -2.822 0.890 5.946 -0.025 0.051 -0.071 -0.582
C -4.021 1.580 5.878 -0.134 0.066 -0.029 -0.607
C -4.672 1.621 4.659 0.196 -0.069 0.190 -0.095
Cl -6.176 2.472 4.523 -0.146 0.084 -0.013 -0.232
C -4.155 1.011 3.531 0.051 -0.060 -0.150 -0.486
C -3.152 -0.465 1.269 -0.185 0.228 -0.170 -1.453
C -2.848 0.717 0.342 -0.102 -0.248 0.028 -0.593
N 0.705 0.709 -2.331 0.369 0.420 0.228 0.214
C -0.105 -0.256 -3.028 -0.596 -0.759 -0.095 -1.276
C -0.579 -1.425 -2.129 -0.027 0.187 -0.179 -0.336
N 0.390 -2.417 -1.748 0.094 -0.027 -0.009 0.128
C 1.404 -1.997 -0.800 0.180 -0.398 0.158 0.824
C 2.066 -3.257 -0.238 -0.079 0.380 0.212 -1.012
O 2.659 -4.015 -1.264 0.180 0.016 -0.048 -0.409
C 1.703 -4.383 -2.231 -0.234 -0.004 -0.357 -0.797
C 1.010 -3.158 -2.833 0.213 -0.290 0.182 -0.253
H 3.867 3.074 0.408 0.017 0.051 0.004 0.301
H 5.069 3.686 -0.762 -0.125 -0.015 0.033 0.417
H 3.380 4.277 -0.800 0.035 0.008 0.038 0.321
H 5.001 0.436 -3.792 -0.125 0.081 0.117 0.246
H -1.128 2.777 -0.443 -0.007 -0.064 -0.128 0.467
H -1.746 1.707 -1.732 -0.022 0.073 0.050 0.473
H 0.388 0.878 1.084 0.008 0.028 0.078 0.456
H -0.935 1.799 1.834 0.051 0.003 -0.017 0.337
H -0.428 -0.229 3.152 -0.013 -0.067 -0.042 0.302
H -0.723 -1.259 1.738 0.069 0.043 0.049 0.354
H -1.374 -0.289 4.943 0.066 -0.072 -0.004 0.438
H -2.297 0.832 6.888 0.050 -0.021 0.081 0.373
H -4.439 2.067 6.743 -0.071 0.052 0.065 0.431
H -4.707 1.097 2.610 -0.028 0.013 -0.087 0.298
H -4.220 -0.547 1.463 0.023 -0.040 -0.021 0.577
H -2.824 -1.385 0.772 -0.087 0.048 -0.019 0.412
H -3.385 0.592 -0.602 -0.033 0.036 0.004 0.442
H -3.177 1.658 0.813 -0.024 -0.001 -0.049 0.548
H -0.991 0.250 -3.424 0.075 -0.010 -0.045 0.391
H 0.489 -0.637 -3.860 -0.098 0.131 0.025 0.576
H -1.002 -1.001 -1.213 -0.032 -0.096 -0.217 -0.312
H -1.371 -1.945 -2.677 -0.065 0.081 -0.015 0.485
H 0.935 -1.427 0.004 0.004 0.053 0.042 -0.305
H 2.188 -1.381 -1.269 -0.025 0.017 0.091 -0.173
H 2.868 -3.000 0.457 -0.067 -0.001 0.012 0.364
H 1.307 -3.861 0.283 0.052 0.070 -0.006 0.460
H 2.244 -4.937 -2.999 -0.077 -0.003 0.013 0.385
H 0.945 -5.035 -1.771 0.054 0.034 -0.069 0.374
H 0.235 -3.483 -3.530 -0.002 -0.030 -0.051 0.450
H 1.757 -2.559 -3.377 -0.101 -0.043 -0.013 0.072
```
Positions in Å, forces in eV/Å.

Calculated values
* SMILES: Cn1c(=O)[nH]c(=O)c2c1nc(CN1CCN(c3cccc(Cl)c3)CC1)n2CCN1CCOCC1
* E: -1963.70462 hartree
* HOMO-LUMO gap: 8.6 eV
* charge: 0

2.
Here is C24H42N6O4PV2 as an isolated structure in a non-equilibrium geometry from OMol25. Energies are from ωB97M-V/def2-TZVPD.

Geometry as XYZ:
```
79
Properties=species:S:1:pos:R:3:forces:R:3:mulliken_charge:R:1
V -1.290 -0.347 1.389 0.337 0.071 0.234 0.865
V 1.223 -1.317 -1.722 0.161 -1.447 -1.844 0.410
P 1.030 -0.289 0.758 6.196 -2.465 0.299 0.946
O 0.499 -1.176 1.937 0.443 1.722 0.336 -0.738
O 2.281 -0.613 -0.073 -0.444 1.036 2.224 -0.811
O 0.513 1.124 0.783 -1.450 1.502 1.456 -0.076
O -0.013 -0.787 -0.192 -5.783 -1.041 -2.805 0.685
C 4.062 4.382 0.676 -1.488 0.707 1.652 -1.359
C 3.306 3.064 0.611 1.840 0.182 -1.205 -0.402
C 2.543 2.952 -0.651 -1.519 -0.967 -1.228 1.519
C 3.285 3.296 -1.874 1.947 0.749 -2.701 -0.071
N 3.935 3.547 -2.829 -2.258 -0.846 3.088 -0.478
H 4.456 4.367 1.692 0.762 0.659 -0.294 0.357
H 3.297 5.159 0.663 -0.168 0.333 0.290 0.356
H 4.722 4.741 -0.114 0.387 -1.058 0.086 0.410
H 2.626 2.873 1.442 0.336 0.173 0.212 0.298
H 4.050 2.277 0.488 0.065 -0.321 0.801 0.317
H 1.568 3.438 -0.615 0.152 0.670 -0.142 -0.044
H 2.256 1.902 -0.701 0.066 -0.186 -0.614 -0.784
C 4.310 -5.893 2.568 0.032 0.892 0.532 -1.187
C 3.806 -5.449 1.210 -1.336 -1.091 -0.460 -0.531
C 2.938 -4.145 1.280 1.734 -0.325 -0.436 -0.101
C 2.499 -3.699 -0.053 -0.545 0.259 -0.741 0.441
N 2.114 -3.334 -1.090 0.278 0.217 1.573 -0.639
H 3.476 -6.259 3.167 0.104 0.000 0.117 0.288
H 4.732 -5.016 3.058 0.061 0.016 0.368 0.308
H 5.111 -6.632 2.578 -0.240 -0.089 -0.475 0.362
H 3.089 -6.204 0.887 0.310 -0.340 -0.464 0.281
H 4.601 -5.373 0.468 -0.119 0.246 0.004 0.435
H 3.697 -3.451 1.643 -0.509 0.779 0.084 0.449
H 2.102 -4.228 1.975 0.068 -0.027 -0.105 0.192
C -0.475 -5.548 0.392 -0.501 0.948 0.967 -1.226
C -0.655 -4.333 1.307 0.282 1.520 1.230 0.733
C -1.060 -4.556 2.840 0.705 -1.054 -1.425 -0.434
C -0.103 -5.469 3.433 2.712 -1.759 2.413 0.185
N 0.680 -6.166 3.968 -2.110 1.907 -1.773 -0.442
H -1.480 -5.928 0.574 0.348 -1.445 -1.132 0.424
H 0.368 -6.190 0.647 -0.450 -0.285 0.840 0.269
H -0.188 -5.290 -0.627 -0.899 0.350 -0.142 0.322
H -1.481 -3.669 1.051 -0.491 -0.149 -1.072 0.139
H 0.185 -3.642 1.239 0.282 -0.122 0.458 -0.671
H -2.010 -5.078 2.954 -0.306 0.181 -0.407 0.410
H -1.137 -3.622 3.396 0.274 0.002 -0.041 0.201
C -3.384 -1.361 -5.320 0.662 1.077 0.082 -1.322
C -3.536 -0.587 -3.975 -0.844 -0.597 -1.631 -0.182
C -3.210 -1.511 -2.824 0.473 -1.166 0.519 -0.304
C -1.834 -2.021 -2.676 3.387 0.193 0.562 0.267
N -0.730 -2.377 -2.475 -2.694 1.332 -0.644 -0.538
H -3.440 -0.715 -6.197 -0.179 0.320 0.203 0.390
H -4.208 -2.064 -5.437 0.428 -0.363 0.176 0.345
H -2.377 -1.773 -5.394 -0.181 -0.625 0.005 0.364
H -4.609 -0.397 -3.980 -0.055 0.203 0.716 0.339
H -3.066 0.396 -3.935 0.400 -0.281 0.007 0.051
H -3.657 -2.497 -2.944 -1.043 0.074 -0.234 0.375
H -3.541 -1.152 -1.850 0.074 0.110 0.085 0.322
C -1.864 3.751 1.900 0.268 0.502 0.799 -0.639
C -1.087 5.094 1.984 -1.061 0.302 -0.939 -0.389
C -1.854 6.250 2.625 -0.070 -0.572 2.724 -0.595
C -1.907 5.953 4.124 -0.184 0.838 -1.976 0.121
N -1.943 5.776 5.251 0.021 -0.361 0.705 -0.376
H -1.286 3.080 1.265 -0.086 -0.253 -0.115 -0.268
H -2.885 3.865 1.538 0.133 0.252 -0.445 0.353
H -2.010 3.294 2.879 0.329 -0.036 0.236 0.538
H -0.943 5.415 0.953 0.486 -0.065 -0.127 0.193
H -0.129 5.046 2.502 0.005 -0.421 -0.229 0.409
H -2.892 6.407 2.330 0.110 -0.203 -0.413 0.337
H -1.326 7.201 2.548 0.049 -0.086 -0.244 0.349
C -2.921 4.119 -1.625 0.348 -0.291 -0.695 -1.311
C -2.346 2.768 -1.987 -1.901 -1.532 -1.579 -0.186
C -0.855 2.646 -1.928 0.313 0.126 0.271 1.149
C -0.154 1.461 -2.450 0.328 -1.145 -0.871 0.025
N 0.433 0.552 -2.885 -0.766 1.039 1.611 -0.563
H -2.165 4.606 -1.008 -0.755 0.635 0.307 0.210
H -3.915 3.935 -1.219 0.300 0.499 0.625 0.323
H -3.114 4.635 -2.566 0.375 0.571 0.284 0.440
H -2.694 2.570 -3.001 0.119 -0.245 -0.179 0.307
H -2.891 2.026 -1.405 0.460 -0.463 0.346 0.186
H -0.666 2.692 -0.856 0.961 0.342 -0.068 -0.838
H -0.470 3.493 -2.497 0.520 0.184 0.368 0.510
```
Positions in Å, forces in eV/Å.

Calculated values
* multiplicity: 8
* energy relative to the best compared isomer or geometry (same formula, charge and spin): 0.0 kJ/mol
* E: -3797.87101 hartree
* HOMO-LUMO gap (spin up / spin down): 6.6 / 4.1 eV
* charge: +2

3.
Here is a 2-piece molecular cluster, C3H7NO3 overall in a non-equilibrium geometry from OMol25. Energies are from ωB97M-V/def2-TZVPD.

Geometry as XYZ:
```
14
Properties=species:S:1:pos:R:3:forces:R:3:mulliken_charge:R:1
O -1.517 -1.810 -0.269 -0.813 -1.007 0.558 -0.147
C -0.639 -0.958 -0.201 1.535 2.657 -1.701 0.819
N -0.393 -0.280 -1.369 -0.804 -1.179 1.424 -0.158
C 0.415 0.903 -1.565 -0.092 -0.451 -0.416 0.094
O 0.133 1.556 -2.500 0.114 0.612 -0.335 -0.325
C 0.168 -0.652 1.033 -0.094 -1.283 0.120 -0.984
H -1.041 -0.482 -2.133 0.249 0.192 -0.011 0.297
H 1.276 1.024 -0.912 0.013 0.072 0.307 0.328
H 0.860 -1.503 1.046 0.134 0.113 0.303 0.350
H 0.726 0.267 0.986 -0.120 0.273 -0.120 0.364
H -0.431 -0.695 1.938 -0.108 0.001 -0.069 0.353
H 0.643 1.123 4.087 0.904 0.136 -0.422 0.323
H 2.063 1.477 3.443 -0.444 -0.034 0.409 0.316
O 1.287 0.902 3.385 -0.474 -0.100 -0.047 -0.628
```
Positions in Å, forces in eV/Å.

Calculated values
* multiplicity: 2
* energy relative to the best compared isomer or geometry (same formula, charge and spin): 95.9 kJ/mol
* E: -398.63358 hartree
* HOMO-LUMO gap (spin up / spin down): 10.3 / 5.6 eV
* charge: +1

4.
Here is a 2-piece molecular cluster, C6H12BrN2 overall in a non-equilibrium geometry from OMol25. Energies are from ωB97M-V/def2-TZVPD.

Geometry as XYZ:
```
21
Properties=species:S:1:pos:R:3:forces:R:3:mulliken_charge:R:1
C 1.101 0.772 -0.105 1.197 -1.099 -0.900 -0.059
C 1.410 2.047 0.187 3.536 -3.635 -3.627 -0.608
C -0.218 0.159 0.007 1.826 -0.128 1.005 0.966
C 2.713 2.630 -0.295 0.799 0.674 3.820 -1.264
C -1.274 -3.457 0.000 0.254 2.887 -2.665 -1.437
C -1.265 -1.986 0.050 0.157 -0.193 -0.129 0.188
N -1.276 0.881 0.415 4.153 -0.818 -1.094 -0.187
N -0.162 -1.194 -0.113 -3.132 1.245 0.251 -0.043
Br -4.521 1.122 0.093 -0.212 -0.018 -0.019 -0.018
H 1.922 0.046 -0.548 -1.656 1.781 0.867 0.109
H 0.752 2.671 0.561 -3.228 3.085 2.033 0.418
H 2.677 3.715 -0.245 -0.049 0.132 0.307 0.377
H 3.038 2.451 -1.265 0.207 -1.129 -1.755 0.386
H 3.533 2.310 0.453 -1.016 0.514 -1.248 0.289
H -1.585 -3.719 0.919 -1.239 -1.940 2.965 0.376
H -0.361 -3.795 -0.296 2.835 -1.391 -0.173 0.398
H -1.886 -3.705 -0.833 -1.243 -0.692 -0.269 0.372
H -2.269 -1.642 0.279 0.539 1.161 -0.010 0.245
H -0.937 1.797 0.670 -1.506 0.200 0.152 0.127
H -2.131 0.438 0.446 -2.451 -0.051 0.572 0.140
H 0.737 -1.542 -0.380 0.230 -0.584 -0.083 0.225
```
Positions in Å, forces in eV/Å.

Calculated values
* energy relative to the best compared isomer or geometry (same formula, charge and spin): 48.4 kJ/mol
* E: -2918.96481 hartree
* HOMO-LUMO gap (spin up / spin down): 9.3 / 4.3 eV
* charge: +1